The following is a quantum chemistry calculation of C26H61F3OSb as an isolated structure, from OMol25.

Results
Strongest force on any atom   3.027 eV/Å
Charge   -1
LUMO level   2.42 eV

```
92
C26H61F3OSb | OMol25 | ωB97M-V with the def2-TZVPD basis set
C 1.87645 1.58875 -3.31917
C 1.78622 0.23957 -4.17053
C 0.28943 -0.37387 -4.25956
C 0.33909 -1.48281 -5.40940
Sb -0.47942 -1.08724 -2.29806
C -1.63963 -2.76255 -3.17404
C -2.79925 -2.37078 -4.19500
O -3.55022 -1.18648 -3.85151
C -3.42053 -0.15602 -4.82846
C -4.82489 0.62698 -4.96794
F -4.88027 1.59102 -3.96414
F -4.82836 1.27158 -6.23047
F -5.91722 -0.26211 -4.91360
H 0.95482 1.83395 -2.71605
H 2.05907 2.48072 -4.01354
H 2.81951 1.51367 -2.67771
H 2.06449 0.52651 -5.24845
H 2.54219 -0.55611 -3.86936
H -0.38701 0.47193 -4.61416
H 1.24892 -1.25705 -6.07559
H 0.50876 -2.52467 -5.00253
H -0.55567 -1.41750 -6.12236
H 0.90748 -2.17993 -2.18361
H 0.43550 0.15742 -1.45370
H -1.84242 0.02623 -2.29819
H -0.95924 -1.68227 -0.68835
H -2.14137 -3.32007 -2.30426
H -0.89588 -3.51797 -3.60810
H -3.55519 -3.23714 -4.18113
H -2.36725 -2.36891 -5.24585
H -3.17283 -0.51246 -5.87244
H -2.68597 0.61459 -4.41653
C -4.72041 -1.17612 -0.74670
C -5.91643 -0.54779 -1.44702
C -6.36016 0.77367 -0.81776
C -6.83891 0.68077 0.63382
C -8.00285 -0.28130 0.87587
C -9.27392 0.11045 0.13370
H -4.95059 -1.43794 0.28967
H -4.42380 -2.09313 -1.26108
H -3.86376 -0.49719 -0.74985
H -6.74822 -1.25997 -1.46671
H -5.64804 -0.36013 -2.48875
H -7.15226 1.20882 -1.43586
H -5.52567 1.48343 -0.85960
H -7.13260 1.68324 0.96618
H -6.00172 0.38604 1.27516
H -8.21939 -0.29889 1.94987
H -7.71888 -1.30239 0.60358
H -9.59904 1.11466 0.42188
H -10.08134 -0.58642 0.37254
H -9.13086 0.09208 -0.94866
C -1.45214 -1.20893 2.99504
C -0.42068 -0.13171 2.68766
C 0.98851 -0.68657 2.47746
C 1.60386 -1.39505 3.68759
C 1.70064 -0.54966 4.95862
C 2.59425 0.67336 4.80146
H -1.22801 -1.72889 3.93015
H -2.44459 -0.76166 3.09582
H -1.49563 -1.94715 2.19021
H -0.42142 0.61776 3.48625
H -0.72500 0.39010 1.77488
H 1.64397 0.13116 2.16223
H 0.96868 -1.39249 1.63929
H 2.60769 -1.73871 3.41313
H 1.02856 -2.29970 3.91164
H 2.10681 -1.17608 5.76079
H 0.70493 -0.23691 5.28834
H 3.60729 0.37977 4.51100
H 2.65917 1.21781 5.74707
H 2.20605 1.36277 4.04873
C 5.85647 1.04282 1.51581
C 6.11326 1.50933 2.94282
C 7.14226 2.63749 3.03424
C 8.54886 2.28289 2.54425
C 9.20378 1.09371 3.24858
C 9.42079 1.31988 4.73911
H 6.75537 0.62145 1.06018
H 5.08733 0.26676 1.50643
H 5.50766 1.86947 0.89156
H 6.42291 0.65877 3.55806
H 5.16944 1.86799 3.36577
H 7.19379 2.98286 4.07160
H 6.78148 3.49406 2.45255
H 9.18951 3.16358 2.66562
H 8.51946 2.08010 1.46861
H 10.17645 0.90772 2.78048
H 8.61223 0.18552 3.09758
H 10.04489 2.20161 4.91211
H 9.92520 0.45811 5.18265
H 8.47554 1.45781 5.26820
```

***

The following is a quantum chemistry calculation of a 8-piece molecular cluster, C34H53F18NO13 overall, from OMol25.

Results
Strongest force on any atom   15.462 eV/Å
Charge   0
Energy above the lowest of the compared OMol25 structures with the same formula, charge and spin   40.0 kcal per mole
LUMO level   0.10 eV

```
119
C34H53F18NO13 | OMol25 | ωB97M-V with the def2-TZVPD basis set
C 4.28355 -2.34423 -0.16519
C 3.98155 -1.50023 1.16281
C 3.29455 -0.15423 0.86881
N 3.02055 0.70677 1.98081
C 4.30755 1.10677 2.59981
C 4.34055 2.34277 3.61181
C 3.52355 3.47077 3.04681
C 2.06755 3.00177 2.49781
C 2.24655 1.91077 1.50481
C 2.20455 0.11377 3.08581
H 4.58855 -3.34923 0.12481
H 5.13955 -1.95523 -0.90019
H 3.27655 -2.30223 -0.83519
H 4.94155 -1.20123 1.42981
H 3.64155 -2.18223 1.96481
H 2.40055 -0.29423 0.15981
H 3.90055 0.43877 0.19981
H 4.77655 1.49077 1.65781
H 4.96255 0.29777 2.96481
H 5.43455 2.67377 3.72781
H 4.24655 1.82677 4.61681
H 3.91255 4.23877 2.43281
H 3.26955 4.25977 3.80681
H 1.75555 3.84677 1.89781
H 1.38455 2.80777 3.28381
H 2.79055 2.26777 0.77381
H 1.38755 1.64477 0.97281
H 2.76355 -0.74023 3.47281
H 1.29255 -0.33323 2.45381
H 1.96055 0.94077 3.70181
C -1.71045 -0.18423 -0.55019
O -0.52345 0.32877 -0.13119
H -1.93245 0.18977 -1.60119
H -2.54145 0.27177 0.06981
H -1.47245 -1.25323 -0.71219
C -0.43845 -3.84023 -0.21619
C 0.12655 -2.67223 0.67681
O 1.05155 -3.15023 1.71681
C 0.57055 -3.72223 2.87681
O -0.48745 -4.13723 3.08581
C 1.79955 -4.08723 3.80481
F 1.45655 -5.15223 4.44081
F 2.93855 -4.32423 3.10381
F 1.96455 -3.02823 4.58281
H -0.96345 -3.37623 -1.07419
H -0.95245 -4.33823 0.29381
H 0.54655 -4.43623 -0.64619
H -0.54745 -2.16923 1.27781
H 0.56555 -1.96723 0.17981
C -0.72745 2.73777 -3.17419
C 0.62855 2.60577 -2.41119
O 1.40355 1.97577 -3.34119
C 2.78755 1.66377 -2.96719
O 3.24255 2.04577 -1.93619
C 3.58755 0.83777 -4.03619
F 3.73055 -0.47123 -3.61419
F 2.94255 0.86277 -5.17119
F 4.87855 1.36477 -4.14119
H -0.64545 3.47977 -3.94719
H -1.41445 3.14577 -2.50519
H -1.06345 1.90177 -3.15819
H 0.36355 1.84777 -1.89519
H 0.99055 3.49577 -1.98119
C -4.41745 -2.79823 -0.00019
C -4.63545 -2.06823 -1.32019
O -4.65245 -3.14623 -2.19919
C -5.01245 -3.03723 -3.57719
O -5.41945 -1.97823 -4.00719
C -4.72645 -4.15623 -4.54919
F -3.54045 -4.61623 -4.35419
F -5.56545 -5.26223 -4.34819
F -4.71245 -3.77523 -5.86219
H -3.45345 -3.48623 -0.13019
H -5.16245 -3.25023 0.46681
H -4.02545 -2.06123 0.82381
H -3.76745 -1.42923 -1.52019
H -5.61245 -1.61523 -1.22119
C -3.59845 3.87277 1.43681
C -3.07345 3.47677 0.07181
O -2.62145 4.55177 -0.73519
C -1.47645 5.22177 -0.57219
O -0.64245 4.97077 0.19081
C -1.40045 6.30977 -1.59719
F -0.99245 7.43577 -0.94019
F -0.52745 5.96077 -2.46119
F -2.52945 6.65777 -2.23519
H -3.16145 4.56177 2.20281
H -3.44845 2.90277 1.75881
H -4.51545 4.24977 1.62781
H -3.72345 2.90177 -0.62219
H -2.03345 2.95077 0.19681
C -2.81145 -1.00623 3.35281
C -2.20145 0.24077 3.88281
O -2.37445 0.22877 5.34781
C -1.32545 0.52877 6.27881
O -0.19245 1.02977 5.89481
C -1.84445 0.13677 7.72881
F -1.89545 -1.21523 7.55981
F -0.93645 0.43177 8.59281
F -2.89945 0.73977 8.03181
H -3.92945 -1.02823 3.48181
H -2.50945 -1.82223 4.07081
H -2.62145 -1.12123 2.23881
H -2.64345 1.15777 3.34581
H -1.22845 0.46377 3.94681
C -1.39645 -1.51623 -4.26719
C -0.00845 -0.89223 -4.21519
O 0.96055 -1.69023 -5.00019
C 1.24455 -1.43623 -6.24519
O 0.62155 -0.61023 -6.90519
C 2.30155 -2.31123 -6.96919
F 1.67255 -3.41223 -7.43419
F 3.11655 -1.68623 -7.79919
F 3.05955 -2.76923 -5.95519
H -1.45345 -2.02523 -3.45119
H -1.73045 -1.86123 -5.39819
H -1.98445 -0.66923 -4.00019
H 0.28855 -0.80923 -3.10919
H -0.08345 0.10277 -4.52819
```

***

The following is a quantum chemistry calculation of one molecule with the formula C3H5NOS, from OMol25.

Results
Strongest force on any atom   3.861 eV/Å
Charge   0
Energy above the lowest of the compared OMol25 structures with the same formula, charge and spin   136.2 kcal per mole
SMILES   CON1CC1=S
LUMO level   -0.43 eV

```
11
C3H5NOS | OMol25 | ωB97M-V with the def2-TZVPD basis set
C -1.76500 -0.37344 -0.09850
C -0.90430 -1.49102 -0.09010
C 1.38123 1.18673 0.04072
N -0.11871 -0.51005 0.54421
O 0.73397 0.05046 -0.40415
S -2.62096 0.91431 -0.16238
H -1.09318 -2.46377 0.58775
H -0.48905 -1.73939 -1.00819
H 1.87837 1.73751 -0.84640
H 2.22844 0.96911 0.73210
H 0.76918 1.71955 0.70494
```

***

The following is a quantum chemistry calculation of a 11-piece molecular cluster, C29H51N11O4 overall, from OMol25.

Results
Strongest force on any atom   0.354 eV/Å
Charge   0
SMILES   COCCC[C@@](C)(COO)OCCN.CC#N.CC#N.CC#N.CC#N.CC#N.CC#N.CC#N.CC#N.CC#N.CC#N
LUMO level   0.19 eV

```
95
C29H51N11O4 | OMol25 | ωB97M-V with the def2-TZVPD basis set
C 0.76469 -3.38453 0.03330
O 0.95449 -2.49984 -1.04516
C 1.01711 -1.13390 -0.65546
C -0.28026 -0.60312 -0.05638
C -1.48152 -0.89052 -0.94599
C -2.83536 -0.42663 -0.40440
C -3.06574 -0.92760 1.01588
C -2.90380 1.11624 -0.48836
O -3.57975 1.71827 0.61877
O -2.70583 2.65823 1.23780
O -3.77758 -0.98510 -1.32672
C -5.14936 -0.75227 -1.04781
C -5.84814 -1.93772 -0.35682
N -7.12014 -2.26627 -1.00602
H 1.56164 -3.28847 0.77848
H -0.19680 -3.23066 0.53558
H 0.76852 -4.39629 -0.37279
H 1.26284 -0.58723 -1.56731
H 1.84462 -0.99486 0.04917
H -0.41508 -1.02281 0.94284
H -0.14402 0.47332 0.08544
H -1.55080 -1.95689 -1.16551
H -1.32655 -0.39388 -1.91201
H -2.83414 -1.99369 1.06904
H -2.42955 -0.39327 1.72071
H -4.09154 -0.77250 1.34264
H -3.48173 1.36728 -1.38074
H -1.91617 1.56270 -0.57660
H -2.89278 3.45850 0.72356
H -5.26750 0.16395 -0.45676
H -5.65302 -0.59306 -2.00264
H -6.05143 -1.69685 0.68883
H -5.14709 -2.77639 -0.34732
H -7.04886 -3.12371 -1.53586
H -7.83973 -2.39465 -0.30734
C 3.24128 -4.24544 -2.65762
C 4.12727 -5.31689 -2.22634
N 4.82685 -6.16072 -1.88302
H 2.37169 -4.65252 -3.17066
H 2.89641 -3.66661 -1.80326
H 3.76720 -3.57415 -3.33468
C 4.89135 -4.93016 1.35438
C 4.59764 -3.61575 0.80248
N 4.38600 -2.57046 0.37514
H 5.25321 -5.58783 0.56524
H 5.66450 -4.83747 2.11460
H 3.99807 -5.37225 1.79474
C 7.84938 -4.72950 -2.50663
C 8.44644 -4.08387 -3.66678
N 8.91139 -3.57595 -4.58523
H 8.46952 -5.55732 -2.16786
H 7.75693 -4.02177 -1.68538
H 6.86423 -5.12223 -2.75431
C -8.61526 0.28457 2.28123
C -8.65468 -1.15333 2.05248
N -8.66960 -2.28688 1.87379
H -8.47118 0.48982 3.34031
H -7.79181 0.72595 1.72171
H -9.54815 0.74083 1.95570
C -4.89167 3.39894 -3.81010
C -3.91934 3.79975 -2.80318
N -3.14847 4.11546 -2.01466
H -4.72815 2.35952 -4.09064
H -5.90085 3.50222 -3.41586
H -4.79141 4.02444 -4.69503
C -1.98284 6.25270 0.85400
C -2.17203 7.69196 0.94358
N -2.32083 8.82786 1.00521
H -2.75202 5.80396 0.22570
H -1.01540 6.01879 0.41250
H -2.02436 5.79658 1.84258
C 8.70273 -7.23585 3.78300
C 8.23747 -5.97083 3.23009
N 7.87108 -4.98000 2.78219
H 9.08389 -7.87208 2.98643
H 9.49957 -7.05864 4.50286
H 7.88422 -7.74970 4.28363
C 2.28249 6.13622 -0.25110
C 1.94992 4.73415 -0.03614
N 1.68689 3.62952 0.12855
H 1.52735 6.77906 0.19913
H 3.24616 6.37396 0.19524
H 2.33060 6.35425 -1.31658
C -4.79472 10.83713 2.37624
C -4.95720 12.28342 2.43686
N -5.08558 13.42262 2.48572
H -5.58405 10.39743 1.76879
H -3.83459 10.57372 1.93620
H -4.84692 10.41278 3.37759
C 7.68837 -0.70588 0.29690
C 8.33217 -2.01231 0.29726
N 8.79619 -3.06190 0.30109
H 6.66057 -0.80433 -0.05041
H 7.67759 -0.29603 1.30516
H 8.22425 -0.02233 -0.35907
```

***

The following is a quantum chemistry calculation of one molecule with the formula C5H9FO, from OMol25.

Results
Strongest force on any atom   10.200 eV/Å
Charge   0
Energy above the lowest of the compared OMol25 structures with the same formula, charge and spin   98.8 kcal per mole
SMILES   C=CC[C@@H](O)CF
LUMO level   0.35 eV

```
16
C5H9FO | OMol25 | ωB97M-V with the def2-TZVPD basis set
C -0.94704 0.71015 0.60054
C -1.40584 -0.01754 -0.64848
C 0.05041 -0.36158 1.12652
C 1.23796 -0.86623 0.31800
C 1.62172 -0.32542 -0.93796
H 0.71197 2.15363 -0.12130
H -1.59001 1.04272 1.39296
H -1.78421 0.71537 -1.42669
H -0.57705 -0.57458 -1.22696
H 0.34017 -0.14260 2.17574
H -0.67675 -1.17843 1.14165
H 1.80209 -1.66234 0.84139
H 2.66138 -0.65327 -1.27713
H 1.25540 0.62544 -1.48844
O -0.38823 1.66930 -0.12066
F -2.31196 -1.13463 -0.34918
```

***

The following is a quantum chemistry calculation of a 2-piece molecular cluster, C11H10ClFN2 overall, from OMol25.

Results
Strongest force on any atom   3.006 eV/Å
Charge   0
Energy above the lowest of the compared OMol25 structures with the same formula, charge and spin   53.8 kcal per mole
LUMO level (alpha / beta)   -0.41 / -0.56 eV

```
25
C11H10ClFN2 | OMol25 | ωB97M-V with the def2-TZVPD basis set
C 2.56541 -0.50307 -1.34519
C 3.21865 0.04387 -0.25506
C 1.32026 0.11629 0.99636
C 0.62786 -0.42054 -0.04970
C 1.18634 -0.73518 -1.26357
C -2.04343 0.80507 2.24287
C -1.76208 -0.44443 1.85545
C -2.51597 1.30809 -0.11562
C -2.31010 1.89681 1.24912
C -1.73444 -0.74255 0.45263
C 0.40425 -1.25249 -2.42020
N 2.62114 0.35541 0.87902
N -2.25555 0.11293 -0.46591
F -1.76681 -2.03687 0.07855
Cl -3.16647 2.35586 -1.30152
H 3.10449 -0.74077 -2.25057
H 4.27993 0.25200 -0.28843
H 0.86480 0.37081 1.94368
H -2.10227 1.06903 3.28920
H -1.57516 -1.24588 2.55081
H -3.18756 2.48288 1.54254
H -1.46583 2.60076 1.21906
H -0.19248 -0.44331 -2.84107
H 1.06243 -1.64278 -3.19387
H -0.28301 -2.02935 -2.09499
```

***

> The highest strongest force on any atom belongs to which entry?

C34H53F18NO13

***

> The highest strongest force on any atom belongs to which entry?

C34H53F18NO13

***

> What is the charge in the sixth record?

0